C43H40ClNO5PRu as an isolated structure at a distorted geometry, computed with the ωB97M-V functional and the def2-TZVPD basis.

As for the spin multiplicity: 5. Its charge is +1. The total energy comes out at -2989.625848 a.u. The relative energy (zero: lowest compared OMol25 entry of this formula, charge and spin) comes out at 21.5 kcal per mole. Its frontier orbital gap (alpha / beta) is 7.3047 / 3.9566 eV. The value obtained for the molar mass is 818.3 g/mol.

Element x y z (Å)
Ru1 -0.44 0.27 -0.51
O1 1.07 -0.17 -1.69
C1 2.45 -0.19 -1.32
C2 2.41 -0.91 0.07
C3 1.79 -0.03 1.16
C4 2.54 0.32 2.28
C5 1.84 0.71 3.44
C6 0.50 0.51 3.59
C7 -0.25 0.36 2.40
C8 -1.73 0.23 2.47
C9 -2.55 1.24 1.59
O2 -2.32 0.87 0.24
C10 -4.05 1.10 1.95
C11 -5.03 1.15 0.92
C12 -6.39 0.96 1.23
C13 -6.72 0.60 2.56
C14 -5.78 0.67 3.56
C15 -4.46 0.95 3.28
C16 -2.13 2.75 1.66
C17 -1.39 3.37 2.63
C18 -0.99 4.72 2.49
C19 -1.38 5.47 1.38
C20 -2.23 4.86 0.47
C21 -2.52 3.53 0.52
N1 0.42 0.21 1.21
C22 3.18 -1.06 -2.40
C23 2.74 -1.02 -3.73
C24 3.32 -1.81 -4.74
C25 4.41 -2.62 -4.38
C26 4.95 -2.53 -3.09
C27 4.33 -1.71 -2.11
C28 3.13 1.15 -1.37
C29 2.73 2.19 -2.25
C30 3.50 3.35 -2.38
C31 4.64 3.55 -1.61
C32 4.97 2.61 -0.62
C33 4.26 1.40 -0.59
H1 3.42 -1.17 0.43
H2 1.85 -1.85 -0.10
H3 3.64 0.31 2.21
H4 2.41 1.09 4.28
H5 -0.04 0.58 4.55
H6 -2.01 0.38 3.47
H7 -2.06 -0.83 2.18
H8 -4.76 1.23 -0.12
H9 -7.06 1.05 0.38
H10 -7.70 0.24 2.84
H11 -6.17 0.39 4.56
H12 -3.78 1.03 4.14
H13 -0.97 2.82 3.51
H14 -0.30 5.14 3.23
H15 -1.12 6.52 1.28
H16 -2.63 5.38 -0.40
H17 -3.08 3.10 -0.28
H18 1.85 -0.44 -3.88
H19 2.91 -1.89 -5.74
H20 4.84 -3.29 -5.11
H21 5.81 -3.15 -2.74
H22 4.80 -1.68 -1.10
H23 1.84 2.06 -2.84
H24 3.23 4.07 -3.15
H25 5.23 4.48 -1.73
H26 5.78 2.90 0.08
H27 4.58 0.60 0.08
Cl1 -1.65 0.57 -7.53
C34 -1.09 0.79 -5.93
C35 -0.77 2.06 -5.46
C36 -0.72 2.32 -4.14
C37 -1.04 1.31 -3.23
O3 -1.07 1.60 -1.94
C38 -1.17 -0.08 -3.73
C39 -1.34 -1.21 -2.83
O4 -1.64 -1.09 -1.63
C40 -1.25 -0.30 -5.08
H28 -0.61 2.79 -6.25
H29 -0.58 3.30 -3.70
H30 -1.32 -2.19 -3.30
H31 -1.40 -1.27 -5.50
C41 0.04 -5.91 4.61
P1 -0.03 -4.87 3.16
C42 -1.75 -4.81 2.48
C43 0.84 -5.63 1.77
O5 0.46 -3.44 3.37
H32 0.13 -6.97 4.35
H33 -0.83 -5.68 5.23
H34 0.94 -5.64 5.17
H35 -2.15 -5.83 2.36
H36 -1.79 -4.27 1.54
H37 -2.42 -4.28 3.20
H38 0.08 -6.37 1.41
H39 1.70 -6.19 2.17
H40 1.12 -4.83 1.07

Atomic partial charges in e from the Löwdin method, atoms 1 to 6:
1 Ru 1.57
2 O -0.28
3 C -0.42
4 C -0.04
5 C -0.19
6 C 0.02



An isolated ion of composition C4H8N3O and charge +1 at a distorted geometry, computed with the ωB97M-V functional and the def2-TZVPD basis.

Its charge is +1. The total energy comes out at -396.399752 a.u. Its structure (SMILES) is CCOn1c[nH+]cn1. The relative energy (zero: lowest compared OMol25 entry of this formula, charge and spin) comes out at 85.7 kcal per mole. Its frontier orbital gap is 11.3130 eV. The value obtained for the molar mass is 114.1 g/mol.

Element x y z (Å)
C1 -1.09 0.23 -2.20
C2 0.29 -0.24 -1.76
O1 0.20 -1.08 -0.58
N1 0.29 -0.40 0.58
C3 0.44 -1.02 1.72
N2 0.46 -0.06 2.63
C4 0.32 1.13 1.98
N3 0.22 0.92 0.71
H1 -1.53 -0.53 -2.82
H2 -1.71 0.37 -1.33
H3 -1.00 1.15 -2.76
H4 0.99 0.58 -1.61
H5 0.72 -0.88 -2.51
H6 0.53 -2.07 1.89
H7 0.57 -0.18 3.63
H8 0.30 2.08 2.44

Atomic partial charges in e from the Löwdin method, atoms 1 to 6:
1 C -0.05
2 C -0.18
3 O 0.01
4 N -0.10
5 C 0.03
6 N 0.16



One molecule with the formula C4H4OSe at a distorted geometry, computed with the ωB97M-V functional and the def2-TZVPD basis.

Its charge is 0. The total energy comes out at -2631.414051 a.u. Its structure (SMILES) is [SeH]c1ccco1. The relative energy (zero: lowest compared OMol25 entry of this formula, charge and spin) comes out at 16.0 kcal per mole. Its frontier orbital gap is 8.9752 eV. The value obtained for the molar mass is 147.0 g/mol.

Element x y z (Å)
C1 1.04 -0.46 0.06
C2 -0.21 -1.10 0.00
C3 0.84 0.87 0.00
C4 -1.14 -0.10 -0.03
O1 -0.57 1.08 -0.07
Se1 -3.00 -0.01 0.02
H1 1.87 -1.12 -0.11
H2 -0.20 -2.09 0.11
H3 1.44 1.72 -0.23
H4 -2.77 1.17 -0.61

Atomic partial charges in e from the Löwdin method, atoms 1 to 6:
1 C -0.09
2 C -0.09
3 C -0.06
4 C -0.74
5 O -0.07
6 Se 0.95



One molecule with the formula C5H8O2, computed with the ωB97M-V functional and the def2-TZVPD basis.

Its charge is 0. The total energy comes out at -345.722793 a.u. Its structure (SMILES) is C1CO[C@@H]2C[C@@H]2O1. The relative energy (zero: lowest compared OMol25 entry of this formula, charge and spin) comes out at 51.6 kcal per mole. Its frontier orbital gap is 10.2459 eV. The value obtained for the molar mass is 100.1 g/mol.

Element x y z (Å)
C1 1.57 0.60 -0.03
C2 0.45 0.63 -1.04
O1 -0.20 -0.56 -1.37
C3 -0.52 -1.33 -0.22
C4 -1.34 -0.49 0.74
O2 -0.58 0.59 1.26
C5 0.24 1.23 0.32
H1 1.74 -0.36 0.44
H2 2.48 1.18 -0.17
H3 0.51 1.28 -1.91
H4 0.39 -1.67 0.28
H5 -1.04 -2.22 -0.56
H6 -2.24 -0.12 0.22
H7 -1.65 -1.08 1.61
H8 0.19 2.32 0.42

Atomic partial charges in e from the Löwdin method, atoms 1 to 6:
1 C -0.02
2 C -0.25
3 O -0.08
4 C -0.18
5 C -0.16
6 O -0.08



ClMg2 as an isolated structure at a distorted geometry, computed with the ωB97M-V functional and the def2-TZVPD basis.

As for the spin multiplicity: 2. Its charge is +4. The total energy comes out at -858.148371 a.u. The relative energy (zero: lowest compared OMol25 entry of this formula, charge and spin) comes out at 10.8 kcal per mole. Its frontier orbital gap (alpha / beta) is 12.5643 / 8.6274 eV. The value obtained for the molar mass is 84.1 g/mol.

Element x y z (Å)
Mg1 -0.24 0.13 -2.26
Mg2 -0.78 -0.05 1.83
Cl1 1.03 -0.09 0.42

Listed below, in e, are the Löwdin charges computed for each atom:
1 Mg 1.78
2 Mg 1.49
3 Cl 0.72



C4H5CrO6 as an isolated structure at a distorted geometry, computed with the ωB97M-V functional and the def2-TZVPD basis.

As for the spin multiplicity: 5. Its charge is +1. The total energy comes out at -1650.995235 a.u. The relative energy (zero: lowest compared OMol25 entry of this formula, charge and spin) comes out at 60.7 kcal per mole. Its frontier orbital gap (alpha / beta) is 6.2885 / 8.1933 eV. The value obtained for the molar mass is 201.1 g/mol.

Element x y z (Å)
H1 -0.30 -1.12 -1.08
C1 -0.62 -0.46 -0.26
C2 -1.40 0.69 -0.89
O1 -0.64 1.39 -1.90
C3 0.30 2.24 -1.57
O2 0.44 2.69 -0.42
O3 1.19 2.36 -2.50
Cr1 1.18 1.55 0.99
O4 0.48 -0.09 0.51
H2 -1.37 -1.04 0.32
H3 -1.75 1.43 -0.16
H4 -2.27 0.30 -1.43
H5 1.98 1.61 -2.33
O5 3.04 1.43 0.49
O6 3.36 0.15 -1.35
C4 3.51 0.47 -0.16

Atomic partial charges in e from the Löwdin method, atoms 1 to 6:
1 H 0.14
2 C -0.26
3 C -0.09
4 O 0.10
5 C -0.58
6 O 0.00



A 2-piece molecular cluster, C2H6NP overall at a distorted geometry, computed with the ωB97M-V functional and the def2-TZVPD basis.

Its charge is 0. The total energy comes out at -475.778811 a.u. The relative energy (zero: lowest compared OMol25 entry of this formula, charge and spin) comes out at 49.1 kcal per mole. Its frontier orbital gap (alpha / beta) is 8.3065 / 8.3058 eV. The value obtained for the molar mass is 75.1 g/mol.

Element x y z (Å)
C1 1.29 0.44 -0.45
C2 -1.13 0.18 -0.32
N1 -1.28 -1.61 1.48
P1 -1.09 -1.58 -0.07
H1 1.63 -0.58 -0.42
H2 1.32 0.92 -1.40
H3 1.44 1.03 0.43
H4 -1.32 0.62 -1.28
H5 -1.29 0.80 0.55
H6 -1.30 -2.54 1.89

Atomic partial charges in e from the Löwdin method, atoms 1 to 6:
1 C 0.07
2 C -0.32
3 N -0.35
4 P 0.68
5 H -0.02
6 H 0.00



A 2-piece molecular cluster, C4H10N2O2 overall at a distorted geometry, computed with the ωB97M-V functional and the def2-TZVPD basis.

As for the spin multiplicity: 2. Its charge is -1. The total energy comes out at -418.272877 a.u. The relative energy (zero: lowest compared OMol25 entry of this formula, charge and spin) comes out at 92.5 kcal per mole. Its frontier orbital gap (alpha / beta) is 7.5540 / 5.7795 eV. The value obtained for the molar mass is 118.1 g/mol.

Element x y z (Å)
O1 3.05 -0.52 0.53
C1 0.46 0.57 -0.36
N1 1.69 0.99 -0.98
C2 -0.65 0.45 -1.11
C3 0.46 0.40 1.15
N2 -1.89 -0.24 -1.00
C4 -2.40 -0.88 0.25
O2 -2.46 -0.02 1.28
H1 2.43 0.59 -0.34
H2 1.95 0.39 -1.75
H3 -0.49 0.97 -2.10
H4 1.50 -0.03 1.18
H5 0.50 1.29 1.67
H6 -0.23 -0.29 1.64
H7 -2.65 0.13 -1.50
H8 -3.31 -1.29 -0.13
H9 -1.69 -1.79 0.50
H10 3.72 -0.72 1.07

Atomic partial charges in e from the Löwdin method, atoms 1 to 6:
1 O -0.42
2 C -0.28
3 N 0.08
4 C -0.06
5 C -0.03
6 N 0.06



C22H35Cl2GaN4O3 as an isolated structure at a distorted geometry, computed with the ωB97M-V functional and the def2-TZVPD basis.

Its charge is 0. The total energy comes out at -4149.289173 a.u. The relative energy (zero: lowest compared OMol25 entry of this formula, charge and spin) comes out at 0.0 kcal per mole. Its frontier orbital gap is 7.1475 eV. The value obtained for the molar mass is 544.2 g/mol.

Element x y z (Å)
O1 0.09 -0.55 -4.44
C1 0.63 -0.06 -5.42
C2 1.74 -0.67 -6.21
C3 2.23 -1.93 -5.85
H1 1.77 -2.46 -5.01
C4 3.29 -2.50 -6.55
H2 3.67 -3.48 -6.25
C5 3.88 -1.81 -7.63
H3 4.71 -2.25 -8.17
C6 3.37 -0.55 -8.00
H4 3.82 -0.02 -8.84
C7 2.31 0.01 -7.30
H5 1.90 0.98 -7.58
H6 0.30 0.93 -5.82
C8 2.60 2.04 0.01
C9 1.54 1.87 1.02
H7 3.36 2.77 0.34
H8 2.17 2.36 -0.95
H9 3.10 1.08 -0.16
C10 1.29 2.67 2.05
C11 2.15 3.80 2.58
H10 0.36 2.55 2.63
H11 3.02 3.96 1.95
H12 2.50 3.58 3.59
H13 1.56 4.72 2.63
Ga1 0.31 0.13 0.79
Cl1 2.22 -1.10 0.88
Cl2 0.07 0.31 -1.44
C12 1.08 -0.02 3.62
O2 0.07 0.05 2.85
N1 0.98 -0.04 4.95
C13 -0.31 -0.01 5.64
C14 2.17 -0.13 5.78
H14 2.10 -0.07 3.20
H15 -1.12 0.04 4.91
H16 -0.34 0.87 6.30
H17 -0.40 -0.90 6.27
H18 3.05 -0.18 5.13
H19 2.13 -1.03 6.41
H20 2.25 0.75 6.44
H21 -4.38 3.03 2.01
H22 -5.43 1.95 -0.13
C15 -3.47 3.20 1.41
C16 -4.47 2.17 -0.61
N2 -3.39 2.18 0.37
H23 -2.58 3.17 2.04
C17 -2.35 1.37 0.24
O3 -1.45 1.21 1.12
H24 -4.26 1.39 -1.35
H25 -2.30 0.84 -0.73
H26 -3.58 4.19 0.94
H27 -4.56 3.14 -1.12
C18 -3.76 -3.23 -0.93
C19 -2.68 -2.86 0.01
C20 -2.20 -3.48 1.17
C21 -1.11 -2.69 1.61
N3 -1.00 -1.60 0.82
N4 -1.93 -1.76 -0.15
C22 -0.20 -3.02 2.73
H28 -4.21 -4.15 -0.56
H29 -4.54 -2.46 -0.99
H30 -3.36 -3.41 -1.94
H31 -2.59 -4.38 1.60
H32 -1.91 -1.15 -0.97
H33 0.73 -2.45 2.65
H34 -0.68 -2.81 3.70
H35 0.04 -4.09 2.70

Atomic partial charges in e from the Löwdin method, atoms 1 to 6:
1 O 0.00
2 C -0.22
3 C -0.19
4 C -0.02
5 H 0.12
6 C -0.07